[1]
DFT (wB97M-V/def2-TZVPD) results for a structure of composition C21H32BIrN8.

```
! wB97M-V def2-TZVPD RIJCOSX def2/J DEFGRID3
* xyz 2 5
Ir -0.12 0.17 0.09
C -2.53 -4.34 0.59
C -1.58 -3.14 0.54
C -0.19 -3.53 1.07
C -1.47 -2.59 -0.85
C -1.83 -3.14 -2.06
C -1.42 -2.22 -3.03
N -0.88 -1.17 -2.43
N -0.92 -1.37 -1.08
B -0.16 0.07 -3.02
N 1.30 0.05 -2.47
C 2.46 0.03 -3.12
C 3.50 0.06 -2.20
C 2.91 0.08 -0.96
N 1.56 0.09 -1.14
C 3.50 0.11 0.41
C 3.18 1.45 1.10
C 5.01 -0.13 0.38
N -0.86 1.35 -2.51
C -1.38 2.35 -3.23
C -1.82 3.33 -2.37
C -1.51 2.88 -1.09
N -0.93 1.67 -1.19
C -1.77 3.60 0.20
C -3.26 3.90 0.36
C -1.24 2.85 1.41
H -2.63 -4.69 1.62
H -3.52 -4.08 0.23
H -2.15 -5.16 0.00
H -1.99 -2.35 1.17
H 0.22 -4.35 0.49
H 0.52 -2.70 1.00
H -0.26 -3.84 2.11
H -2.31 -4.09 -2.23
H -1.48 -2.27 -4.10
H -0.16 0.03 -4.21
H 2.48 0.01 -4.20
H 4.56 0.05 -2.42
H 3.04 -0.71 0.98
H 3.64 2.28 0.55
H 2.11 1.65 1.14
H 3.57 1.47 2.12
H 5.52 0.67 -0.17
H 5.41 -0.14 1.39
H 5.25 -1.08 -0.10
H -1.41 2.29 -4.31
H -2.28 4.27 -2.63
H -1.24 4.56 0.13
H -3.83 2.97 0.43
H -3.44 4.47 1.27
H -3.65 4.47 -0.48
H -1.79 1.91 1.54
H -0.16 2.66 1.34
H -1.40 3.43 2.32
N 0.41 -0.50 4.21
C -0.95 -0.71 4.16
C -1.32 -0.51 2.88
N -0.18 -0.18 2.14
C 0.84 -0.18 2.99
H 0.99 -0.57 5.03
H -1.53 -0.97 5.03
H -2.30 -0.56 2.43
H 1.87 0.04 2.75
*
```

Values from the calculation:
ΔE to the lowest compared entry with this formula, charge and spin = 0.0 kJ/mol
HOMO-LUMO gap (alpha / beta) = 10.286 / 5.687 eV
HOMO level (alpha / beta) = -15.015 / -14.994 eV

[2]
DFT (wB97M-V/def2-TZVPD) results for a structure of composition C21H32Cl2N5TeTm in a non-equilibrium geometry.

```
! wB97M-V def2-TZVPD RIJCOSX def2/J DEFGRID3
* xyz 2 3
Tm 8.04 -14.94 4.68
C 9.78 -14.02 7.14
C 8.37 -13.62 7.59
N 7.29 -14.29 6.83
C 6.75 -15.55 7.50
C 6.51 -16.73 6.53
N 7.63 -16.99 5.58
C 8.91 -17.52 6.10
C 9.91 -16.48 6.69
N 9.87 -15.08 6.14
H 10.33 -14.32 8.04
H 10.29 -13.10 6.75
H 8.26 -12.54 7.48
H 8.29 -13.81 8.66
H 6.51 -13.63 6.74
H 5.75 -15.36 7.93
H 7.47 -15.83 8.29
H 5.59 -16.51 5.93
H 6.33 -17.64 7.10
H 7.35 -17.59 4.80
H 9.37 -18.10 5.29
H 8.74 -18.26 6.87
H 10.90 -16.90 6.56
H 9.77 -16.41 7.77
H 10.70 -14.94 5.56
C 3.67 -10.76 5.52
C 4.99 -10.96 5.95
C 5.75 -11.95 5.37
C 5.19 -12.85 4.44
C 3.85 -12.67 4.03
C 3.11 -11.60 4.53
N 5.91 -13.98 4.03
N 5.15 -14.79 3.34
C 5.66 -15.93 2.76
C 4.72 -16.52 1.84
C 5.10 -17.64 1.14
C 6.33 -18.24 1.41
C 7.21 -17.63 2.27
C 6.94 -16.45 2.99
H 3.03 -9.99 5.92
H 5.43 -10.30 6.71
H 6.83 -11.91 5.51
H 3.49 -13.43 3.31
H 2.07 -11.45 4.20
H 3.73 -16.03 1.74
H 4.38 -18.10 0.45
H 6.60 -19.18 0.97
H 8.16 -18.11 2.43
Cl 8.95 -14.39 1.25
C 10.04 -15.68 1.48
Cl 10.14 -16.11 3.25
H 11.02 -15.33 1.12
H 9.68 -16.54 0.93
C 8.19 -10.85 2.67
Te 9.57 -12.01 3.93
C 9.27 -10.58 5.57
H 8.72 -9.97 2.30
H 7.33 -10.52 3.28
H 7.87 -11.48 1.82
H 8.21 -10.27 5.62
H 9.91 -9.69 5.33
H 9.64 -11.00 6.50
*
```

Values from the calculation:
ΔE to the lowest compared entry with this formula, charge and spin = 0.0 kJ/mol
HOMO-LUMO gap (alpha / beta) = 6.926 / 6.939 eV
HOMO level (alpha / beta) = -13.489 / -13.489 eV

[3]
DFT (wB97M-V/def2-TZVPD) results for the molecule C21H32N2O3.

```
! wB97M-V def2-TZVPD RIJCOSX def2/J DEFGRID3
* xyz 0 1
C 1.88 3.65 -1.53
C 1.52 3.21 -0.12
O 1.79 1.84 0.11
C 3.09 1.41 0.17
C 4.20 2.21 0.40
C 5.46 1.64 0.50
C 5.62 0.27 0.36
C 4.52 -0.54 0.12
C 3.26 0.02 0.02
N 2.10 -0.72 -0.25
C 1.93 -2.06 -0.23
O 2.80 -2.89 -0.02
C 0.46 -2.44 -0.53
N -0.42 -1.80 0.43
C -0.98 -0.59 0.21
O -0.74 0.04 -0.81
C -1.92 -0.14 1.31
C -3.36 -0.55 0.97
C -3.91 0.27 -0.20
C -3.89 1.76 0.14
C -4.48 2.58 -1.00
C -2.45 2.18 0.41
C -1.84 1.37 1.56
C 0.25 -3.96 -0.58
C -1.12 -4.27 -1.19
C 0.39 -4.62 0.79
H 2.95 3.55 -1.70
H 1.60 4.69 -1.68
H 1.35 3.04 -2.25
H 0.44 3.29 0.03
H 2.02 3.84 0.63
H 4.09 3.27 0.51
H 6.31 2.27 0.68
H 6.60 -0.17 0.44
H 4.64 -1.60 0.01
H 1.30 -0.14 -0.47
H 0.22 -2.01 -1.51
H -0.55 -2.27 1.31
H -1.63 -0.65 2.23
H -3.39 -1.62 0.72
H -3.99 -0.39 1.85
H -3.30 0.09 -1.08
H -4.93 -0.05 -0.42
H -4.49 1.93 1.04
H -4.47 3.64 -0.76
H -3.91 2.43 -1.91
H -5.51 2.28 -1.20
H -1.85 2.02 -0.49
H -2.41 3.24 0.67
H -0.80 1.65 1.70
H -2.38 1.59 2.48
H 1.03 -4.36 -1.23
H -1.91 -3.84 -0.59
H -1.19 -3.87 -2.20
H -1.27 -5.35 -1.24
H -0.44 -4.37 1.45
H 0.39 -5.70 0.67
H 1.33 -4.33 1.25
*
```

Values from the calculation:
ΔE to the lowest compared entry with this formula, charge and spin = 0.0 kJ/mol
HOMO-LUMO gap = 8.760 eV
HOMO level = -8.023 eV

[4]
DFT (wB97M-V/def2-TZVPD) results for the molecule C21H32N4O2.

```
! wB97M-V def2-TZVPD RIJCOSX def2/J DEFGRID3
* xyz 0 1
C -3.09 -2.95 0.69
O -3.05 -1.59 0.33
C -4.15 -0.81 0.54
C -5.34 -1.29 1.07
C -6.42 -0.45 1.28
C -6.33 0.89 0.95
C -5.16 1.38 0.42
C -4.07 0.55 0.19
N -2.91 1.13 -0.35
C -1.84 0.54 -0.94
C -0.99 1.55 -1.32
C 0.34 1.38 -1.98
N 1.25 0.69 -1.08
C 1.66 1.53 0.03
C 2.47 0.70 1.03
N 3.60 0.01 0.44
C 4.77 0.86 0.25
C 5.64 0.86 1.52
C 6.14 -0.55 1.82
C 6.80 1.84 1.36
C 3.18 -0.74 -0.74
C 2.33 -1.94 -0.31
C 2.36 -3.09 -1.31
O 1.56 -4.17 -0.91
C 2.41 0.14 -1.74
C -1.64 2.73 -0.92
N -2.79 2.46 -0.34
H -2.11 -3.35 0.44
H -3.86 -3.50 0.13
H -3.27 -3.08 1.76
H -5.43 -2.33 1.34
H -7.33 -0.86 1.70
H -7.17 1.55 1.12
H -5.06 2.42 0.15
H -1.75 -0.51 -1.05
H 0.73 2.37 -2.29
H 0.23 0.77 -2.88
H 2.26 2.39 -0.33
H 0.77 1.93 0.52
H 1.81 -0.05 1.48
H 2.83 1.35 1.83
H 5.37 0.46 -0.57
H 4.50 1.89 -0.01
H 5.02 1.19 2.36
H 6.81 -0.88 1.03
H 6.67 -0.57 2.76
H 5.29 -1.23 1.87
H 7.41 1.85 2.26
H 6.44 2.85 1.18
H 7.43 1.54 0.52
H 4.09 -1.12 -1.22
H 1.29 -1.61 -0.18
H 2.70 -2.30 0.66
H 1.96 -2.77 -2.28
H 3.40 -3.42 -1.46
H 1.85 -4.46 -0.04
H 3.09 0.94 -2.12
H 2.09 -0.46 -2.59
H -1.31 3.74 -1.03
*
```

Values from the calculation:
ΔE to the lowest compared entry with this formula, charge and spin = 293.1 kJ/mol
HOMO-LUMO gap = 8.757 eV
HOMO level = -8.061 eV

[5]
DFT (wB97M-V/def2-TZVPD) results for the molecule C21H32N4O3.

```
! wB97M-V def2-TZVPD RIJCOSX def2/J DEFGRID3
* xyz 0 1
C 2.46 3.08 5.24
C 2.00 1.81 4.52
C 1.21 2.11 3.25
C 0.75 0.86 2.52
C -0.05 1.17 1.26
C -0.43 -0.07 0.51
C -1.67 -0.54 0.41
C -2.00 -1.81 -0.31
C -3.14 -1.62 -1.30
O -3.82 -0.61 -1.30
N -3.40 -2.66 -2.14
C -4.51 -2.52 -3.08
C -4.25 -3.26 -4.38
C -2.98 -2.83 -5.07
C -2.04 -3.80 -5.67
C -1.59 -3.04 -4.44
C -0.69 -1.89 -4.81
O -0.74 -1.38 -5.92
N 0.20 -1.43 -3.89
C 1.07 -0.33 -4.25
C 1.65 0.31 -3.04
N 1.88 1.56 -2.82
C 2.49 1.54 -1.58
C 2.96 2.77 -0.89
N 2.62 0.36 -1.07
O 2.06 -0.48 -2.05
C -1.39 -3.78 -3.13
C -2.61 -3.88 -2.19
H 3.02 2.84 6.14
H 3.10 3.68 4.59
H 1.60 3.69 5.53
H 2.87 1.20 4.26
H 1.39 1.21 5.19
H 0.34 2.72 3.51
H 1.82 2.72 2.58
H 1.62 0.25 2.26
H 0.14 0.24 3.19
H -0.94 1.74 1.52
H 0.56 1.81 0.61
H 0.39 -0.63 0.06
H -2.50 0.01 0.83
H -1.11 -2.18 -0.82
H -2.29 -2.59 0.41
H -5.44 -2.88 -2.62
H -4.63 -1.46 -3.27
H -4.24 -4.34 -4.23
H -5.08 -3.07 -5.05
H -3.04 -1.88 -5.58
H -2.25 -4.85 -5.50
H -1.56 -3.55 -6.60
H 0.31 -1.85 -2.98
H 1.89 -0.68 -4.88
H 0.52 0.41 -4.81
H 3.48 2.50 0.02
H 3.62 3.33 -1.55
H 2.11 3.40 -0.65
H -1.02 -4.79 -3.32
H -0.60 -3.30 -2.55
H -2.27 -4.15 -1.20
H -3.27 -4.69 -2.51
*
```

Values from the calculation:
ΔE to the lowest compared entry with this formula, charge and spin = 324.3 kJ/mol
HOMO-LUMO gap = 9.799 eV
HOMO level = -9.156 eV

[6]
DFT (wB97M-V/def2-TZVPD) results for the molecule C21H32N4O3 in a non-equilibrium geometry.

```
! wB97M-V def2-TZVPD RIJCOSX def2/J DEFGRID3
* xyz 0 1
C 3.94 0.80 -5.34
C 2.65 1.05 -4.60
C 2.55 0.28 -3.31
C 1.25 0.52 -2.58
C 1.17 -0.23 -1.27
C -0.15 -0.03 -0.58
C -0.41 -0.41 0.64
C -1.72 -0.26 1.29
C -1.54 0.40 2.62
O -0.46 0.89 2.92
N -2.58 0.35 3.49
C -2.38 0.84 4.82
C -3.30 1.97 5.19
C -3.36 3.08 4.20
C -4.68 3.67 3.83
C -3.94 2.89 2.83
C -3.32 3.69 1.75
O -3.88 4.61 1.20
N -2.11 3.21 1.34
C -1.52 3.73 0.18
C -2.20 3.22 -1.00
N -2.02 3.55 -2.23
C -2.92 2.71 -2.93
C -3.09 2.69 -4.39
N -3.61 1.96 -2.14
O -3.11 2.32 -0.87
C -4.46 1.56 2.37
C -3.94 0.29 3.03
H 3.99 1.37 -6.27
H 4.80 1.08 -4.73
H 4.04 -0.26 -5.59
H 2.55 2.13 -4.39
H 1.80 0.79 -5.24
H 2.66 -0.79 -3.51
H 3.39 0.56 -2.66
H 1.14 1.60 -2.38
H 0.41 0.23 -3.22
H 1.32 -1.31 -1.47
H 1.98 0.08 -0.61
H -0.94 0.45 -1.17
H 0.38 -0.88 1.23
H -2.39 0.34 0.66
H -2.20 -1.24 1.44
H -2.56 0.00 5.52
H -1.35 1.12 4.92
H -4.31 1.59 5.38
H -2.95 2.37 6.14
H -2.57 3.80 4.30
H -5.57 3.23 4.25
H -4.76 4.73 3.67
H -1.62 2.50 1.85
H -1.57 4.81 0.16
H -0.47 3.43 0.17
H -3.66 1.83 -4.70
H -3.58 3.61 -4.72
H -2.10 2.65 -4.86
H -5.55 1.57 2.46
H -4.26 1.50 1.30
H -4.03 -0.53 2.31
H -4.55 -0.02 3.88
*
```

Values from the calculation:
ΔE to the lowest compared entry with this formula, charge and spin = 360.5 kJ/mol
HOMO-LUMO gap = 10.185 eV
HOMO level = -9.398 eV

[7]
DFT (wB97M-V/def2-TZVPD) results for a structure of composition C21H32N5PS in a non-equilibrium geometry.

```
! wB97M-V def2-TZVPD RIJCOSX def2/J DEFGRID3
* xyz 0 1
C 0.04 2.13 3.03
C -1.48 2.27 3.40
P -2.46 2.71 1.89
C -1.91 1.48 0.57
C -4.26 2.27 2.12
C -5.26 3.17 1.91
C -6.66 2.77 2.07
C -7.04 1.51 2.42
C -5.99 0.56 2.67
N -6.16 -0.72 3.02
S -4.68 -1.37 3.14
N -3.74 -0.09 2.79
C -4.58 0.91 2.53
H 0.22 2.25 1.95
H 0.44 1.14 3.31
H 0.66 2.89 3.53
H -1.78 1.29 3.81
H -1.58 3.01 4.21
H -2.81 1.27 -0.03
H -1.10 1.87 -0.04
H -1.65 0.55 1.10
H -5.02 4.19 1.60
H -7.43 3.52 1.86
H -8.08 1.20 2.51
C -0.70 -1.85 -2.66
C -0.06 -2.96 -1.83
C -0.46 -2.91 -0.36
C 0.01 -1.69 0.31
N 0.37 -0.73 0.82
H -0.38 -0.87 -2.32
H -0.42 -1.95 -3.71
H -1.79 -1.90 -2.60
H 1.02 -2.90 -1.93
H -0.36 -3.93 -2.24
H -0.05 -3.77 0.16
H -1.55 -2.98 -0.26
C 1.73 -1.95 -7.57
C 3.00 -2.64 -7.08
C 2.72 -3.96 -6.35
C 1.97 -3.76 -5.12
N 1.37 -3.61 -4.15
H 1.07 -1.67 -6.74
H 1.97 -1.04 -8.11
H 1.17 -2.60 -8.25
H 3.54 -1.96 -6.43
H 3.64 -2.84 -7.94
H 3.67 -4.44 -6.11
H 2.18 -4.64 -7.01
C 6.16 2.47 3.79
C 5.34 1.27 3.33
C 3.90 1.63 2.95
C 3.13 2.13 4.09
N 2.54 2.52 4.99
H 5.74 2.92 4.69
H 7.18 2.16 4.01
H 6.19 3.23 3.01
H 5.33 0.51 4.12
H 5.82 0.82 2.46
H 3.40 0.75 2.55
H 3.90 2.38 2.15
*
```

Values from the calculation:
HOMO-LUMO gap = 7.163 eV
HOMO level = -7.526 eV

[8]
DFT (wB97M-V/def2-TZVPD) results for the molecule C21H32N6O2S in a non-equilibrium geometry.

```
! wB97M-V def2-TZVPD RIJCOSX def2/J DEFGRID3
* xyz 0 1
C -3.64 -4.10 -0.66
C -3.77 -2.99 0.37
C -3.30 -1.64 -0.17
C -1.85 -1.66 -0.50
N -1.36 -1.37 -1.65
N -0.03 -1.43 -1.71
C 0.51 -1.78 -0.60
N 1.86 -1.91 -0.42
C 2.42 -2.13 0.81
O 1.73 -2.29 1.80
C 3.93 -2.12 0.82
C 4.40 -0.66 0.95
C 4.07 0.10 -0.33
O 4.09 -0.49 -1.41
N 3.78 1.42 -0.25
C 3.40 2.14 0.94
C 1.88 2.06 1.09
N 1.27 2.67 -0.08
C -0.17 2.84 0.03
C -0.98 1.53 0.06
N -2.38 1.75 0.21
C -3.27 1.88 -0.83
C -2.87 1.77 -2.25
C -4.52 2.07 -0.29
C -4.38 2.05 1.11
C -3.06 1.85 1.40
C -2.38 1.72 2.72
C 1.69 2.02 -1.31
C 3.21 2.06 -1.43
S -0.62 -2.07 0.70
H -4.22 -3.87 -1.55
H -2.60 -4.22 -0.97
H -3.98 -5.05 -0.26
H -4.82 -2.90 0.67
H -3.19 -3.25 1.26
H -3.48 -0.86 0.57
H -3.84 -1.39 -1.08
H 2.46 -1.70 -1.21
H 4.28 -2.69 1.68
H 4.32 -2.55 -0.10
H 3.95 -0.22 1.83
H 5.49 -0.64 1.07
H 3.91 1.76 1.82
H 3.70 3.18 0.80
H 1.56 2.61 1.97
H 1.60 1.00 1.21
H -0.49 3.44 -0.82
H -0.36 3.42 0.94
H -0.63 0.92 0.90
H -0.81 0.99 -0.87
H -2.14 2.53 -2.52
H -2.43 0.79 -2.46
H -3.74 1.89 -2.89
H -5.43 2.20 -0.84
H -5.17 2.17 1.83
H -1.91 0.75 2.83
H -3.12 1.83 3.51
H -1.62 2.49 2.85
H 1.24 2.55 -2.15
H 1.37 0.96 -1.37
H 3.54 1.51 -2.31
H 3.57 3.09 -1.47
*
```

Values from the calculation:
ΔE to the lowest compared entry with this formula, charge and spin = 10.8 kJ/mol
HOMO-LUMO gap = 8.158 eV
HOMO level = -7.580 eV